Entry from the Open Molecules 2025 dataset: an isolated molecule of C4H7N3 (the ωB97M-V functional and the def2-TZVPD basis).

Element x y z (Å)
C (1.526, -1.111, 0.245)
N (0.213, -1.142, -0.079)
C (-0.651, -0.138, -0.036)
N (-1.884, -0.194, -0.701)
C (-0.201, 1.160, 0.547)
C (0.968, 1.646, -0.202)
N (1.700, 2.269, -0.835)
H (-0.098, -1.963, -0.591)
H (-2.016, -1.020, -1.267)
H (-2.688, -0.032, -0.106)
H (1.905, -0.480, 1.026)
H (2.127, -1.936, -0.082)
H (-1.006, 1.896, 0.487)
H (0.105, 1.047, 1.593)

Values from the calculation:
Net charge = 0
DFT total energy = -320.78314 Ha